(1)
Molecular formula: C27H35KN6O8
Method: DFT, ωB97M-V with the def2-TZVPD basis set

Element x y z (Å)
K -0.4120 -0.7647 -1.0672
O -0.7214 -4.9475 -0.6587
C -0.9363 -3.8897 -1.3009
O -0.0881 -3.1953 -1.9002
C -2.4321 -3.4538 -1.2461
C -2.7906 -2.9904 0.1821
C -4.3017 -3.1316 0.4283
C -4.8584 -1.9191 -0.3612
C -3.5698 -1.3477 -0.9692
O -2.6413 -1.5575 0.1205
C -3.0831 -2.2983 -2.0857
C -2.3674 -1.6497 -3.3173
O -2.4309 -2.3200 -4.3595
O -1.9059 -0.4836 -3.1744
H -2.9668 -4.3818 -1.4504
H -2.1497 -3.4039 0.9561
H -4.6778 -4.0896 0.0670
H -4.5319 -3.0462 1.4916
H -5.5831 -2.1990 -1.1264
H -5.3203 -1.1947 0.3118
H -3.5927 -0.2952 -1.2404
H -3.9680 -2.7317 -2.5569
O -2.1192 4.6166 1.1398
C -1.4688 3.7773 0.5008
N -0.5012 2.9724 0.9237
C 0.0815 3.0833 2.1241
O 0.5831 4.0753 2.6536
C 0.2160 1.7543 2.8816
C 0.9405 1.7274 4.0714
C 1.0413 0.5343 4.7620
C 0.4119 -0.5883 4.2505
C -0.2959 -0.4587 3.0639
N -0.3955 0.6837 2.3928
C -1.9599 3.4501 -0.9084
C -3.3303 3.4934 -1.1465
C -3.8108 3.0620 -2.3723
C -2.9068 2.6344 -3.3339
C -1.5588 2.6898 -3.0225
N -1.0885 3.0778 -1.8398
H 1.4022 2.6425 4.4143
H 1.6047 0.4796 5.6871
H 0.4684 -1.5468 4.7509
H -0.7991 -1.3128 2.6239
H -3.9774 3.8359 -0.3520
H -4.8769 3.0346 -2.5672
H -3.2248 2.2308 -4.2845
H -0.8244 2.3651 -3.7527
C 3.4725 1.9781 1.3165
C 3.2560 2.3145 -0.1553
C 3.0578 3.8243 -0.3143
C 4.4521 1.8509 -0.9792
N 2.0722 1.5475 -0.5887
N 1.6797 1.9118 -1.9238
H 4.3434 2.5127 1.7037
H 3.6316 0.9048 1.4462
H 2.6087 2.2700 1.9148
H 3.9450 4.3695 0.0209
H 2.2010 4.1639 0.2723
H 2.8777 4.0676 -1.3623
H 5.3548 2.3859 -0.6721
H 4.2712 2.0353 -2.0383
H 4.6128 0.7779 -0.8409
H 1.2965 1.7799 0.0349
H 1.3923 1.0643 -2.3930
H 0.8544 2.5126 -1.8737
C 2.0998 -4.2888 0.7147
N 2.9780 -3.1318 0.6202
C 4.3895 -3.3309 0.4180
C 2.4546 -1.8895 0.6626
O 1.2852 -1.6358 0.8668
H 2.5841 -5.1280 0.2157
H 1.1488 -4.1040 0.2147
H 1.9096 -4.5588 1.7584
H 4.8474 -3.8447 1.2702
H 4.8779 -2.3642 0.2980
H 4.5727 -3.9271 -0.4801
H 3.1910 -1.0911 0.4691

Atomic forces in eV per Å
0.3 0.4 0.2
-0.1 0.0 0.0
0.0 -0.1 0.0
-0.1 0.2 0.0
-0.2 -0.1 0.0
-0.1 0.1 -0.1
0.0 0.0 0.0
0.0 0.0 0.0
0.1 -0.1 0.0
0.1 -0.1 -0.1
-0.2 -0.1 0.0
-0.1 -0.1 -0.1
0.1 0.0 0.0
0.1 0.0 0.2
0.0 0.0 0.0
0.0 0.0 0.0
0.0 0.0 0.0
0.0 0.0 0.0
0.0 0.0 0.0
0.0 0.0 0.0
0.1 0.0 0.0
0.0 0.0 0.0
0.1 0.0 -0.1
-0.3 0.1 0.0
0.1 -0.2 -0.3
0.2 0.1 0.3
0.0 0.0 -0.1
-0.1 0.2 0.0
0.0 0.0 0.0
0.1 0.1 0.0
-0.1 -0.1 -0.1
0.0 -0.1 0.0
-0.1 -0.2 -0.1
0.0 0.1 0.3
0.0 0.0 -0.1
0.1 0.0 0.0
-0.1 0.1 0.1
0.0 -0.1 -0.1
0.0 -0.1 -0.1
0.0 0.0 0.0
0.0 0.0 0.0
0.0 0.0 0.0
0.0 0.0 0.0
0.0 0.0 0.0
0.0 0.0 0.0
0.0 0.0 0.0
0.0 0.0 0.0
0.0 0.0 0.0
-0.1 -0.1 0.0
0.0 0.0 0.0
0.0 0.0 0.0
0.0 0.0 0.0
0.1 0.0 0.1
0.0 0.0 0.0
0.0 0.0 0.0
0.1 0.0 0.0
0.0 0.0 0.0
0.0 0.0 0.0
0.0 0.0 0.0
0.0 0.0 0.0
0.0 0.0 0.0
0.0 0.0 0.0
0.0 0.0 0.0
0.0 -0.1 -0.1
0.0 0.0 0.0
0.0 0.0 0.0
0.0 0.1 0.0
0.0 0.0 0.0
0.1 0.0 -0.2
-0.1 -0.1 0.1
0.0 0.0 0.0
0.0 0.0 0.0
0.0 0.0 0.0
0.0 0.0 0.0
0.0 0.0 0.0
0.0 0.0 0.0
0.0 0.0 0.0

- Total charge: -2
- HOMO level: -2.8 eV
- 2S+1: 1
- Energy relative to the best compared isomer or geometry (same formula, charge and spin): 1.2337 eV
- Orbital gap: 6.90 eV

=====

(2)
Molecular formula: C27H35N3O6
Method: DFT, ωB97M-V with the def2-TZVPD basis set

Element x y z (Å)
C 1.1070 -0.6691 -5.9671
O 1.2368 -1.4502 -4.8050
C 0.8723 -0.9061 -3.6107
C 0.3757 0.3806 -3.4376
C 0.0411 0.8271 -2.1711
C 0.1940 0.0051 -1.0631
N -0.1814 0.4980 0.2132
C 0.5848 0.3066 1.3120
O 1.6426 -0.2986 1.3023
C 0.0854 0.9809 2.5851
C -1.4331 0.9196 2.8199
C -2.1589 0.4270 1.5743
C -2.0977 -1.0806 1.2894
O -2.7188 -1.5532 0.3589
N -1.3050 -1.8180 2.0891
C -0.9600 -3.1905 1.7864
C 0.5497 -3.4219 1.9555
N 1.0961 -4.1767 0.8450
C 2.5464 -4.0802 0.7810
C 3.0398 -4.8089 -0.4676
O 2.6449 -6.1619 -0.4673
C 1.2435 -6.2630 -0.3850
C 0.7062 -5.5758 0.8704
C -1.5052 1.0873 0.3389
C -1.4979 2.5995 0.4096
C -2.6852 3.2928 0.5527
C -2.6932 4.6794 0.6094
C -1.5148 5.3992 0.5156
O -1.4127 6.7553 0.5623
C -2.5903 7.5082 0.7078
C -0.2985 4.6998 0.3488
O 0.8164 5.4725 0.2479
C 2.0561 4.8386 0.0509
C -0.3087 3.3173 0.2990
C 0.6776 -1.2875 -1.2347
C 1.0146 -1.7307 -2.4943
H 1.7297 0.2304 -5.9196
H 0.0656 -0.3813 -6.1447
H 1.4497 -1.2996 -6.7860
H 0.2429 1.0471 -4.2752
H -0.3446 1.8289 -2.0509
H 0.6424 0.5450 3.4169
H 0.3973 2.0255 2.5108
H -1.6767 0.2922 3.6797
H -1.7995 1.9226 3.0483
H -3.2159 0.7003 1.6147
H -0.7937 -1.3881 2.8405
H -1.5375 -3.8650 2.4284
H -1.2509 -3.3644 0.7470
H 1.0593 -2.4544 1.9594
H 0.7543 -3.9140 2.9236
H 2.8288 -3.0272 0.7260
H 3.0185 -4.5312 1.6723
H 4.1301 -4.8075 -0.5091
H 2.6390 -4.3046 -1.3586
H 1.0128 -7.3297 -0.3710
H 0.7821 -5.7985 -1.2695
H -0.3823 -5.6465 0.8847
H 1.1081 -6.0872 1.7646
H -2.0766 0.7775 -0.5451
H -3.6217 2.7605 0.6133
H -3.6365 5.1886 0.7236
H -2.2730 8.5496 0.7164
H -3.2786 7.3472 -0.1288
H -3.1030 7.2792 1.6483
H 2.7874 5.6423 -0.0157
H 2.0716 4.2579 -0.8774
H 2.3162 4.1841 0.8897
H 0.6158 2.7800 0.1594
H 0.7845 -1.9496 -0.3934
H 1.3847 -2.7321 -2.6444

Atomic forces in eV per Å
0.0 0.1 -0.2
0.0 -0.1 0.3
0.0 0.0 0.2
0.1 -0.1 -0.4
0.0 -0.2 0.3
0.2 0.0 -0.4
-0.1 0.0 -0.3
0.3 0.2 0.5
0.2 0.0 0.0
0.1 -0.1 0.1
-0.1 0.0 -0.1
-0.1 0.0 -0.1
-0.3 0.4 0.3
-0.1 -0.1 -0.3
0.3 -0.2 0.4
0.0 -0.3 0.0
-0.1 0.1 0.0
0.1 0.0 0.0
0.1 -0.2 -0.3
0.1 0.3 0.2
0.1 -0.1 0.0
-0.3 -0.1 0.2
0.1 -0.1 -0.3
-0.5 0.0 0.1
-0.1 0.1 -0.1
0.2 -0.2 0.0
0.1 0.3 0.0
0.2 0.1 0.0
0.3 -0.3 0.0
-0.2 0.1 0.0
0.0 0.2 0.0
-0.5 0.1 0.1
0.2 -0.1 0.0
0.1 0.2 0.0
0.0 0.1 -0.1
0.0 0.0 -0.2
0.0 0.0 0.0
0.0 0.0 0.0
0.0 0.1 0.0
0.0 0.0 -0.1
0.0 0.1 0.0
0.0 0.0 -0.1
0.0 0.0 0.0
0.0 0.0 0.0
0.0 -0.1 0.0
0.1 -0.1 0.0
-0.1 0.1 0.0
0.0 0.0 -0.1
0.0 0.0 0.1
0.0 -0.1 0.1
0.0 0.0 -0.1
0.0 0.0 0.0
0.0 0.1 0.0
-0.1 0.1 0.0
0.1 0.0 0.0
-0.1 0.1 0.0
0.0 -0.1 0.1
0.0 -0.1 0.0
-0.1 0.0 0.0
0.2 0.0 0.2
-0.1 -0.1 0.0
-0.1 0.1 0.0
-0.1 -0.1 0.0
0.0 0.0 0.0
0.0 0.0 0.0
0.0 -0.1 0.0
0.0 0.0 0.0
0.0 0.0 0.0
0.1 0.0 0.0
0.0 -0.1 0.1
0.0 -0.1 0.0

- SMILES string: COc1ccc(N2C(=O)CC[C@H](C(=O)NCCN3CCOCC3)[C@H]2c2ccc(OC)c(OC)c2)cc1
- HOMO level: -8.1 eV
- 2S+1: 1
- Energy relative to the best compared isomer or geometry (same formula, charge and spin): 1.4926 eV
- Orbital gap: 8.69 eV

=====

(3)
Molecular formula: C27H35NO6
Method: DFT, ωB97M-V with the def2-TZVPD basis set

Element x y z (Å)
C 1.2388 1.0733 4.3774
C 0.8470 1.6100 3.0043
O 1.2193 0.7443 1.9402
C 0.3774 -0.3477 1.7218
O -0.9382 0.0598 1.4118
C -1.0994 0.5817 0.1508
C -2.2971 1.4806 -0.0135
O -2.1211 2.6206 -0.4160
N -3.5101 0.9827 0.2921
C -3.7311 -0.4059 0.6367
C -3.5894 -1.3587 -0.5574
C -4.5966 -1.1604 -1.6917
C -4.4683 0.1938 -2.4048
C -5.5620 1.2057 -2.0500
C -5.8391 1.3841 -0.5587
C -4.6487 1.8823 0.2556
C -0.2244 0.4178 -0.8369
C 1.0296 -0.3834 -0.6929
C 2.2661 0.4806 -0.7478
C 2.2279 1.8186 -0.5973
O 3.2895 2.6290 -0.6125
C 4.5172 2.0817 -0.7755
C 5.6177 2.9417 -0.7736
C 6.8840 2.4281 -0.9394
C 7.0770 1.0582 -1.1096
C 5.9968 0.2080 -1.1128
C 4.6996 0.7046 -0.9464
C 3.5428 -0.1974 -0.9489
O 3.6468 -1.4092 -1.1101
C 1.0032 -1.2021 0.6138
C 0.2484 -2.5259 0.4489
C 1.0564 -3.5757 -0.3156
C 2.2639 -4.1149 0.4753
O 3.4321 -4.1917 -0.2954
H 1.0367 1.8291 5.1313
H 2.2985 0.8312 4.3920
H 0.6727 0.1785 4.6251
H 1.3840 2.5390 2.7978
H -0.2304 1.8085 2.9619
H 0.2532 -0.9431 2.6423
H -4.7307 -0.4895 1.0656
H -3.0133 -0.7054 1.4046
H -2.5830 -1.2514 -0.9675
H -3.6871 -2.3778 -0.1751
H -5.6124 -1.2925 -1.3160
H -4.4222 -1.9607 -2.4143
H -4.5179 0.0362 -3.4848
H -3.4891 0.6238 -2.1965
H -5.2832 2.1716 -2.4761
H -6.4961 0.8929 -2.5248
H -6.2168 0.4509 -0.1390
H -6.6337 2.1256 -0.4461
H -4.2810 2.8226 -0.1617
H -4.9794 2.0646 1.2870
H -0.4140 0.8892 -1.7878
H 1.1077 -1.0864 -1.5309
H 1.3063 2.3637 -0.4460
H 5.4484 3.9986 -0.6408
H 7.7340 3.0936 -0.9375
H 8.0751 0.6689 -1.2386
H 6.1137 -0.8573 -1.2428
H 2.0294 -1.4077 0.9246
H -0.6912 -2.3386 -0.0751
H -0.0006 -2.9219 1.4369
H 0.3963 -4.3993 -0.5908
H 1.4368 -3.1436 -1.2426
H 2.4371 -3.4885 1.3641
H 2.0728 -5.1339 0.8223
H 3.6235 -3.3053 -0.6425

Atomic forces in eV per Å
0.0 0.0 -0.5
-0.1 0.1 0.3
-0.1 -0.1 -0.1
0.6 -0.6 0.3
-0.4 0.2 -0.2
0.4 0.1 -0.2
0.1 0.0 0.1
0.2 0.2 -0.2
-0.1 0.1 0.1
0.3 -0.6 0.0
-0.3 0.0 0.1
0.3 0.0 0.0
-0.2 0.0 -0.1
0.1 0.0 0.1
0.2 0.1 -0.1
-0.3 0.3 0.0
-0.2 -0.2 0.2
0.2 0.0 0.2
0.1 0.0 -0.2
-0.3 -0.6 -0.2
0.1 0.3 0.1
0.7 -0.5 -0.1
-0.3 0.1 0.0
-0.2 0.0 0.0
0.0 -0.2 0.0
0.0 0.1 0.0
0.0 0.3 0.0
-0.1 0.4 0.0
-0.1 0.0 0.0
-0.3 0.1 0.2
0.2 0.1 -0.1
0.0 0.0 0.2
-0.3 0.1 0.1
0.4 0.0 -0.3
0.0 0.1 0.1
0.1 0.0 0.1
0.0 -0.1 0.1
-0.1 0.0 0.1
0.1 0.1 0.0
0.0 0.2 -0.2
0.1 0.0 0.0
-0.2 0.0 0.0
0.0 -0.1 0.0
0.1 0.0 0.0
-0.1 -0.1 0.0
-0.1 0.0 0.0
0.1 0.0 0.0
0.1 0.0 -0.1
-0.1 0.1 -0.1
0.0 0.0 -0.1
-0.1 0.0 0.0
0.0 -0.1 0.1
-0.1 -0.1 0.1
0.0 0.0 -0.1
-0.1 0.2 -0.1
0.0 0.1 0.1
0.0 0.0 0.0
0.0 0.1 0.0
0.1 0.1 0.0
0.1 0.0 0.0
0.0 -0.1 0.0
0.0 0.0 0.0
-0.1 0.0 0.1
-0.1 0.0 0.1
0.0 0.0 -0.1
0.0 0.0 0.0
-0.1 -0.1 0.0
0.0 0.1 0.1
0.0 -0.1 0.1

- SMILES string: CCO[C@H]1OC(C(=O)N2CCCCCCC2)=C[C@@H](c2coc3ccccc3c2=O)[C@@H]1CCCO
- HOMO level: -8.8 eV
- 2S+1: 1
- Orbital gap: 8.97 eV

=====

Number 1: E_tot -70216.661 eV. Number 2: E_tot -45321.998 eV. Number 3: E_tot -42342.170 eV.